C4H7CdFO3 | ωB97M-V/def2-TZVPD

CARTESIAN COORDINATES (ANGSTROEM)
F -1.768 -0.828 -1.505
O 2.221 1.491 -0.092
C 2.956 0.687 -0.756
O 2.427 -0.565 -0.747
C 2.301 -1.462 0.425
C -1.708 -0.821 -0.133
O -1.050 0.336 0.291
C -1.777 1.568 0.119
Cd 0.869 0.404 0.847
H 3.280 -1.520 0.930
H 1.919 -2.397 -0.018
H -1.102 -1.688 0.172
H -2.738 -0.818 0.246
H -1.096 2.382 0.383
H -2.073 1.682 -0.930
H -2.662 1.548 0.766

Lowest unoccupied orbital energy   -0.019 Eh
Kohn-Sham gap   6.076 eV
E   -649.70985 Ha
Largest force on an atom   4.05 eV/A
Energy above the lowest of the compared OMol25 structures with the same formula, charge and spin   27.85 kcal per mole
Molar mass   234.5 g/mol
HOMO   -6.590 eV